Entry 1:
180
Properties=species:S:1:pos:R:3:mulliken_charge:R:1 method="wB97M-V/def2-TZVPD" total_charge=0 lumo_energy_ev=0.259 smiles="CC1(C)CCCC(C)(C)N1O.CC1(C)CCCC(C)(C)N1O.CC1(C)CCCC(C)(C)N1O.CC1(C)CCCC(C)(C)N1O.CCOS(C)(=O)=O.CCOS(C)(=O)=O.CCOS(C)(=O)=O.CCOS(C)(=O)=O" orbital_gap_ev=8.076
S 2.006 0.756 -0.542 1.406
S 1.041 8.039 0.898 1.168
S 1.377 3.525 3.194 0.953
S -2.995 5.082 2.682 1.136
O 0.673 1.475 0.029 0.317
O 2.872 1.866 -0.828 -0.696
O 3.796 -5.750 2.607 -0.453
O 0.152 7.751 -0.546 -0.419
O 0.531 -2.849 3.277 -0.186
O 1.346 4.581 4.483 -0.067
O 2.348 7.330 0.801 -0.600
O 1.730 2.259 3.763 -0.767
O -2.726 6.117 3.655 -0.634
O -4.658 4.837 2.638 -0.281
O -4.316 -0.929 -2.493 -0.583
O 1.845 -0.366 -1.477 -0.561
O 1.592 1.547 -7.410 -0.506
O 0.079 3.753 2.514 0.014
O 0.966 9.441 1.269 -0.626
O -2.424 5.136 1.348 -0.477
N -0.654 -2.343 3.921 -0.108
N 0.456 1.519 -6.637 0.587
N -3.588 -1.927 -3.307 1.321
N 4.975 -5.523 1.799 0.293
C -1.109 -3.174 5.058 1.582
C -1.872 -3.726 -3.560 -0.806
C -3.453 -2.381 4.625 -0.902
C -2.751 -2.835 -2.568 1.088
C -2.898 -1.137 3.807 -1.241
C -1.939 -2.444 1.707 -2.131
C -0.288 1.709 -1.019 0.070
C -1.831 -2.038 -1.606 -1.179
C -1.688 2.511 -5.842 -1.972
C 5.165 -4.045 1.464 1.601
C -4.762 -1.114 -5.322 -1.744
C -1.606 -1.602 3.004 2.503
C -5.792 -2.976 -3.944 -1.743
C 7.299 -6.082 1.122 -1.079
C -0.062 7.224 2.101 -0.310
C -0.204 2.794 -6.232 1.613
C 2.317 4.362 5.447 -0.316
C -5.589 6.585 4.283 -1.097
C -3.541 -3.783 -1.607 -1.965
C -1.226 -4.702 4.733 -1.781
C 6.526 -6.165 3.657 -1.504
C -2.760 3.350 3.337 -0.754
C 6.109 -6.363 2.158 1.373
C -2.807 -4.417 -4.541 -0.812
C 2.550 5.800 6.012 -1.237
C 1.152 0.030 -4.838 -1.800
C 0.608 3.450 -5.110 -1.629
C 0.340 6.458 -1.149 0.913
C -5.611 5.155 3.631 -0.257
C -0.854 -0.323 2.514 -2.224
C -0.789 6.208 -2.216 -0.843
C -0.250 3.639 -7.561 -2.020
C 7.586 -4.585 0.884 -0.797
C -0.086 -3.047 6.272 -1.809
C -1.061 2.916 -0.519 -0.396
C -4.422 -2.366 -4.439 1.333
C 2.861 3.992 2.177 -0.500
C -3.615 -3.289 -5.268 -1.171
C 5.742 -7.849 1.958 -1.964
C 2.562 0.003 1.115 -0.770
C 3.971 -3.528 0.648 -1.736
C -2.472 -2.695 5.680 -1.025
C 0.346 -0.942 -7.029 -2.133
C -1.224 0.217 -5.511 -0.296
C 5.403 -3.211 2.727 -1.642
C 6.355 -3.905 0.419 -1.272
C 0.238 0.260 -6.025 2.233
C -1.810 1.423 -4.842 1.304
H -0.515 5.309 -2.767 -0.098
H 0.327 7.193 3.119 0.357
H 4.973 -8.118 2.682 0.445
H -1.187 -2.814 -1.191 0.449
H -0.910 6.989 -2.966 0.438
H -3.970 -0.093 -2.814 0.307
H 2.151 3.641 6.247 0.271
H -6.509 -3.213 -4.730 0.462
H 3.271 4.113 4.982 0.328
H 0.193 -2.005 6.425 0.452
H -6.564 5.106 3.105 0.264
H 2.183 -0.090 -5.171 0.487
H -5.678 -3.865 -3.324 0.316
H 0.284 5.688 -0.380 -0.631
H 2.111 0.683 1.837 0.089
H -1.076 -2.712 1.098 0.632
H -0.878 4.526 -7.477 0.369
H -2.143 -4.856 -5.286 0.457
H 0.830 -3.635 6.217 0.290
H -3.557 -3.162 3.872 0.367
H -2.907 -4.256 -0.857 0.412
H 5.389 -8.183 0.982 0.398
H -0.311 -1.146 -7.875 0.349
H 6.568 -8.490 2.269 0.417
H 6.800 -5.140 3.906 0.274
H 6.509 -2.835 0.276 0.466
H -1.015 7.752 2.145 0.388
H 1.353 6.356 -1.540 0.380
H -4.758 6.702 4.980 0.269
H -2.884 1.373 -4.661 0.175
H -1.796 3.256 3.837 0.146
H 3.600 4.395 2.870 0.342
H 7.963 -3.993 1.717 0.359
H -0.324 3.695 -0.321 -0.454
H -3.000 -2.699 -5.948 0.437
H -5.541 4.391 4.406 0.279
H 7.290 -6.873 3.976 0.454
H -2.313 -1.535 -0.769 0.300
H 1.320 -0.892 -7.515 0.555
H -3.605 3.138 3.991 0.536
H -1.575 2.613 0.393 -0.260
H 2.503 6.560 5.232 0.279
H -6.304 -2.205 -3.368 0.376
H -1.103 -3.041 -3.916 0.218
H 0.200 4.419 -4.824 0.426
H 4.621 -3.415 3.459 0.396
H 3.727 -4.192 -0.181 0.470
H -2.686 -0.291 4.461 0.454
H -1.571 -5.308 5.571 0.468
H 4.246 -2.589 0.168 0.487
H -1.346 1.641 -3.880 -0.940
H -4.330 -3.884 -5.836 0.262
H 0.979 -0.806 -4.161 0.259
H -4.093 -0.835 -6.136 0.240
H -4.980 -0.241 -4.707 0.388
H -2.312 -1.770 6.234 0.373
H -5.722 -1.323 -5.794 0.480
H -2.753 -1.891 1.240 0.494
H -5.537 7.399 3.560 0.290
H 0.355 -1.870 -6.457 0.349
H -2.426 -3.361 2.039 0.245
H -3.762 -0.790 3.242 0.448
H -3.317 -5.314 -4.189 0.427
H -1.731 -4.845 3.778 0.321
H -0.400 0.302 3.284 0.780
H 3.048 -3.428 1.220 0.009
H 1.207 1.369 -8.271 0.333
H -0.263 -5.197 4.605 0.363
H -4.275 -3.270 -0.985 0.343
H 0.723 3.986 -7.908 0.399
H -1.265 -0.559 -4.746 -0.791
H 0.207 -3.585 2.751 0.264
H 7.199 -6.594 0.165 0.403
H -6.493 6.728 4.875 0.405
H 2.544 4.729 1.438 0.096
H -0.598 3.085 -8.432 0.437
H -0.612 -3.184 7.217 0.403
H -1.579 0.416 2.174 0.224
H 8.177 -6.396 1.687 0.419
H -0.240 -0.375 1.615 -0.213
H 3.070 3.101 1.585 0.144
H -1.701 3.273 -1.326 0.618
H -4.415 -2.221 5.113 0.395
H 3.210 -6.251 2.034 0.318
H -0.944 0.846 -1.133 -0.497
H -2.004 -0.104 -6.202 0.428
H 0.251 1.935 -1.939 0.373
H -2.338 2.249 -6.677 0.397
H -1.233 -1.421 -2.277 -0.386
H 5.102 -2.177 2.557 0.351
H 8.243 -4.431 0.028 0.399
H 2.112 -0.990 1.093 0.112
H 3.651 0.036 1.078 0.537
H -2.760 2.702 2.460 0.063
H 1.637 3.628 -5.421 0.391
H -2.219 3.350 -5.393 0.677
H 3.539 5.888 6.461 0.387
H 1.058 0.788 -4.060 0.189
H 5.665 -6.475 4.248 0.347
H 0.658 3.055 -4.095 0.126
H 6.053 -4.220 -0.580 0.491
H -3.970 -4.620 -2.158 0.375
H -2.947 -3.534 6.189 0.464
H 6.404 -3.344 3.138 0.300
H -0.078 6.195 1.743 -0.393
H 1.823 6.115 6.760 0.324
H -1.726 6.075 -1.675 0.283
H -1.461 -4.524 -2.942 0.441

---

Entry 2:
55
Properties=species:S:1:pos:R:3:mulliken_charge:R:1 method="wB97M-V/def2-TZVPD" total_charge=+1 lumo_energy_ev=-3.420 orbital_gap_ev=7.535
Y 0.192 0.460 0.938 1.454
Br 0.472 1.772 -1.763 -0.062
O -0.559 2.253 1.816 -0.601
O -0.526 -1.251 1.824 -0.728
O -3.934 -3.059 0.330 -0.572
N 2.472 0.858 1.691 -0.549
N 3.154 2.944 4.556 -0.421
N -1.374 -1.948 -0.223 -0.274
N 4.130 2.928 2.466 -0.545
N -4.096 0.823 4.472 -0.359
N -0.787 -0.887 -0.832 -0.384
N -0.475 3.544 4.796 -0.428
N -1.629 1.599 2.289 -0.032
C 4.198 2.403 1.251 -0.344
C -0.657 -0.843 -2.105 -0.223
C 3.238 2.421 3.316 0.409
C -2.019 1.966 3.460 0.735
C -3.170 1.330 4.024 -0.161
C 0.911 1.098 -5.045 0.717
C 2.407 1.344 2.920 0.007
C 0.421 1.112 -6.354 -0.522
C 0.954 1.975 -7.294 -0.610
C -2.927 -5.527 2.851 -0.484
C -3.678 -4.919 1.857 -0.817
C 3.366 1.381 0.834 -0.254
C 2.006 2.811 -6.945 -0.416
C -1.668 -1.769 1.217 0.814
C 0.033 0.234 -2.801 0.531
C -1.758 -4.938 3.311 -0.780
C 0.273 0.166 -4.115 -0.684
C 2.523 2.777 -5.657 -0.694
C -1.346 -3.728 2.776 -0.241
C -2.085 -3.100 1.784 -0.295
C 1.980 1.929 -4.706 -0.315
C -1.225 2.896 4.218 0.236
C -3.250 -3.712 1.332 0.830
H 4.932 2.827 0.576 0.387
H -0.118 -0.737 -4.577 0.357
H 3.360 3.410 -5.396 0.386
H 3.418 0.961 -0.161 0.580
H -3.261 -6.469 3.265 0.392
H 1.701 0.901 3.615 0.496
H -2.489 -1.040 1.325 0.222
H -1.177 -5.417 4.086 0.408
H 2.435 3.479 -7.678 0.387
H -2.070 -2.447 -0.766 0.349
H -1.059 -1.632 -2.738 0.346
H -4.588 -5.382 1.496 0.299
H 0.560 1.990 -8.301 0.390
H -0.446 -3.246 3.132 0.395
H 2.417 1.895 -3.719 0.477
H -4.778 -3.498 0.170 0.320
H 3.679 3.786 4.729 0.269
H 2.304 2.828 5.084 0.237
H -0.389 0.448 -6.629 0.365

---

Entry 3:
8
Properties=species:S:1:pos:R:3:mulliken_charge:R:1 method="wB97M-V/def2-TZVPD" total_charge=0 lumo_energy_ev="1.041 / -2.739" orbital_gap_ev="6.727 / 8.827" multiplicity=3
F 0.060 2.001 -0.079 -0.240
N 0.945 0.636 1.420 -0.525
C 0.277 0.774 0.334 0.421
C -0.391 -0.342 -0.513 -0.613
H 0.350 -1.116 -0.805 0.250
H -1.232 -0.700 0.142 0.216
H 0.930 1.629 1.832 0.271
H -0.859 0.238 -1.394 0.221

---

One value per record, in order, for calculated total energy: -133576.960; -113302.155; -6340.801 eV.
One value per record, in order, for max |F|: 3.61; 0.44; 10.57 eV Å⁻¹.